146
Properties=species:S:1:pos:R:3:forces:R:3 method="wB97M-V/def2-TZVPD" homo_lumo_gap_ev=9.95 lumo_energy_ha=0.0196 smiles="CCOC(=O)OC.CCOC(=O)OC.CCOC(=O)OC.CCOC(=O)OC.CCOC(=O)OC.CCOC(=O)OC.CCOC(=O)OC.CCOC(=O)OC.C1CCOC1.C1CCOC1"
C -6.029581 0.223343 -2.452570 -1.1 0.7 -0.6
C -4.700098 0.881950 -2.147011 -0.4 -0.3 -0.7
O -4.601244 1.089266 -0.734064 0.5 0.0 -0.1
C -3.469742 1.683652 -0.354476 0.9 0.2 -0.8
O -2.483616 1.866509 -1.037554 -0.3 -0.2 -0.1
O -3.584688 2.063477 0.885496 -1.1 0.3 1.1
C -2.531094 2.740409 1.540808 1.1 -0.5 1.1
H -6.472167 -0.508440 -1.777664 0.8 -0.2 0.3
H -5.980708 -0.200600 -3.457112 0.1 -0.1 0.1
H -6.826762 0.973239 -2.511790 0.2 0.1 0.0
H -4.631124 1.842791 -2.659261 -0.1 0.0 0.1
H -3.893718 0.308843 -2.606784 0.3 -0.2 0.7
H -1.923940 3.422004 0.955821 -0.4 -0.1 -0.4
H -1.868313 1.992392 1.987604 0.2 0.0 -0.4
H -2.922761 3.253207 2.417785 -0.5 0.2 -0.4
C 2.890484 -3.047082 -7.832817 -0.5 0.5 -0.6
C 3.114229 -2.913621 -6.349248 1.1 -0.5 0.0
O 2.620469 -1.656032 -5.891159 -1.1 0.1 -0.4
C 2.531750 -1.474777 -4.573395 1.7 -0.1 1.3
O 3.261775 -1.971428 -3.736066 -0.7 -0.3 -0.7
O 1.631417 -0.560537 -4.314139 -1.8 0.9 -1.2
C 1.288429 -0.252868 -2.969622 0.9 -0.3 0.8
H 3.420799 -2.279896 -8.399519 -0.2 0.2 0.1
H 1.819797 -2.976267 -8.040286 0.1 0.2 -0.1
H 3.196258 -3.989317 -8.287396 0.2 -0.2 0.6
H 4.179675 -2.925407 -6.112798 0.0 -0.3 0.1
H 2.620348 -3.748879 -5.850765 0.0 0.2 0.3
H 1.133531 -1.184305 -2.435751 0.4 0.1 0.3
H 0.387437 0.335191 -2.802580 -0.2 -0.1 -1.2
H 2.091757 0.377005 -2.585067 0.1 -0.5 0.5
C 4.010476 -4.774781 4.982884 0.2 -0.9 0.0
C 2.588087 -4.527027 4.506212 0.7 0.2 2.1
O 2.641169 -4.137638 3.144947 -0.1 -0.6 0.0
C 1.578450 -4.458081 2.406242 -1.5 1.2 0.7
O 0.549917 -4.922429 2.848278 0.4 -0.4 -0.6
O 1.771231 -3.952306 1.206269 1.1 0.4 -0.5
C 0.881528 -4.148682 0.130551 -0.6 -1.1 -0.5
H 4.009815 -5.007128 6.049958 -0.1 0.1 0.0
H 4.753934 -3.997173 4.817445 -0.4 0.3 -0.1
H 4.399277 -5.672970 4.494702 0.0 0.0 -0.1
H 2.140866 -3.788626 5.182313 0.0 0.7 -0.7
H 1.966852 -5.377190 4.789528 0.1 -0.4 -1.1
H 0.992934 -5.169040 -0.246693 -0.1 -0.1 0.2
H 1.124491 -3.508655 -0.711358 0.3 0.4 0.5
H -0.156571 -4.002703 0.412717 0.0 0.2 0.1
C -7.567543 -7.525982 0.259364 -0.7 1.7 0.6
C -6.339304 -7.855459 1.075208 0.3 -0.9 -0.5
O -5.398814 -6.783355 0.941292 -0.8 0.0 -0.7
C -4.286452 -6.859301 1.634341 0.4 1.9 0.8
O -4.055252 -7.534972 2.596315 0.1 -0.8 -0.2
O -3.497072 -5.849842 1.195117 -0.1 -1.1 0.0
C -2.147332 -5.928933 1.640302 0.6 0.8 0.5
H -7.346871 -6.979306 -0.658372 0.4 -0.6 -0.2
H -8.147413 -6.765946 0.799952 0.0 -0.1 0.2
H -8.282113 -8.322873 0.074116 0.4 -0.4 0.0
H -5.848318 -8.732295 0.644426 0.0 -0.1 0.3
H -6.543965 -8.036462 2.129278 -0.1 0.0 0.0
H -1.991066 -5.684727 2.693231 -0.5 0.0 0.1
H -1.660339 -5.128587 1.096040 0.2 -0.3 -0.2
H -1.672163 -6.897934 1.495406 -0.2 0.0 -0.4
C -0.765310 3.079802 -3.786089 0.2 -1.4 0.4
C -2.026923 3.751363 -4.262568 0.3 1.0 1.0
O -2.416679 3.442636 -5.593071 0.3 0.5 -0.5
C -3.222195 2.417871 -5.813211 -0.3 -0.2 0.6
O -3.594686 1.627707 -4.973972 0.0 0.2 -0.6
O -3.567386 2.440027 -7.105242 -0.4 0.3 0.4
C -4.576958 1.496926 -7.503949 0.6 0.0 -0.2
H -1.002888 2.020024 -3.652548 0.1 0.0 0.2
H -0.451524 3.451999 -2.811428 -0.4 0.1 0.1
H 0.154731 3.085656 -4.373657 -0.4 0.5 -0.6
H -1.907629 4.834219 -4.174204 0.1 0.1 -0.8
H -2.834941 3.576536 -3.551165 -0.1 -0.6 -0.2
H -4.121330 0.521659 -7.341920 -0.6 -0.3 -0.3
H -4.766524 1.728035 -8.549296 0.3 -0.3 -0.1
H -5.537377 1.598644 -7.000058 0.3 0.1 0.5
C 0.991701 2.458868 -0.737558 -0.2 -1.6 -0.7
C 1.782994 1.546065 0.209358 0.1 0.8 -0.8
O 0.931823 0.889845 1.151247 0.2 0.9 1.2
C 0.300192 -0.208788 0.794247 -1.3 0.4 -0.7
O 0.521129 -0.903925 -0.159039 0.5 -0.3 -0.1
O -0.770449 -0.338552 1.587325 0.1 0.3 0.4
C -1.721418 -1.323927 1.183264 0.4 -0.4 -0.2
H 0.414487 3.206584 -0.197276 0.1 0.0 0.1
H 0.305208 1.860227 -1.337666 -0.2 0.2 0.1
H 1.686987 2.915276 -1.443220 0.1 0.2 0.2
H 2.416995 2.314311 0.653511 0.2 -0.9 1.2
H 2.392893 0.749217 -0.210994 0.1 0.4 -0.6
H -1.931356 -1.236491 0.116704 0.0 0.0 0.0
H -2.626426 -1.162308 1.760039 0.1 0.0 0.1
H -1.283235 -2.303379 1.384984 -0.3 -0.1 0.0
C 10.945933 2.578380 0.208353 -0.8 0.9 0.1
C 9.586245 2.392541 -0.453325 0.4 0.3 -1.4
O 8.762594 1.516595 0.267178 0.2 -0.7 1.5
C 7.715385 0.924092 -0.302348 0.3 0.6 -0.2
O 7.460180 0.977457 -1.468437 -0.4 -0.3 -0.5
O 7.029868 0.339410 0.667148 0.3 -0.1 0.4
C 5.871126 -0.417698 0.391735 -1.2 0.0 1.0
H 11.446964 3.380897 -0.337511 0.1 -0.2 -0.2
H 11.581424 1.698527 0.204658 -0.2 -0.1 0.1
H 10.792965 2.998351 1.203904 0.2 -0.4 0.2
H 9.746601 2.032563 -1.476420 -0.2 -0.2 0.1
H 9.032240 3.332972 -0.556167 0.3 0.1 0.1
H 5.129116 0.093049 -0.222178 0.5 -0.1 -0.7
H 5.360216 -0.472070 1.357577 0.2 -0.1 0.1
H 6.085513 -1.448174 0.118447 0.1 0.2 -0.5
C -0.045857 8.432808 4.336288 0.3 -0.3 1.0
C -0.289674 7.283244 3.404595 -1.3 0.3 -0.5
O 0.277270 6.126732 4.015833 0.8 0.3 0.1
C 0.161213 4.965540 3.390283 -0.5 -0.4 0.5
O -0.399113 4.773910 2.347975 0.0 0.0 -0.7
O 0.678879 4.035976 4.182804 0.4 0.5 0.5
C 0.609681 2.680278 3.802912 0.2 -0.9 -0.2
H -0.378711 8.152024 5.338972 0.2 -0.1 0.0
H -0.569228 9.366053 4.143738 0.0 -0.1 -0.7
H 1.035330 8.583329 4.347701 -0.1 0.4 0.3
H 0.119730 7.526472 2.421817 0.2 -0.5 0.0
H -1.354121 7.075145 3.268348 0.0 0.1 -0.1
H -0.413119 2.322147 3.678777 0.0 0.2 -0.1
H 1.061841 2.114496 4.615940 0.0 0.2 0.1
H 1.190244 2.465125 2.907799 -0.2 0.2 -0.1
C -4.678463 -4.375402 4.626274 0.1 -0.4 0.2
C -6.084217 -4.770877 4.236453 -1.5 -1.0 -0.5
C -6.725094 -3.561673 3.501234 0.3 -1.0 1.7
O -5.848608 -2.476100 3.780929 -0.8 0.1 -0.1
C -4.553553 -2.955654 4.087761 1.0 0.3 -1.1
H -4.036852 -5.149704 4.203120 0.6 0.6 -0.1
H -4.500680 -4.389952 5.701426 -0.3 0.0 0.0
H -6.686976 -5.142618 5.069745 0.0 0.7 0.3
H -6.181494 -5.648412 3.586888 0.8 0.1 -0.2
H -7.690630 -3.451482 3.996901 -0.1 0.8 -0.2
H -6.917234 -3.772592 2.449498 0.5 0.3 -0.2
H -4.042863 -2.230508 4.725975 -0.4 -0.2 0.4
H -3.939773 -2.911180 3.173782 -0.1 -0.4 -0.1
C 3.669257 6.807823 -0.772286 1.0 -0.5 0.7
C 3.556665 6.447327 0.718767 -0.3 -0.3 -0.5
C 3.335721 4.945047 0.682200 -0.5 -0.9 -0.3
O 3.869552 4.422559 -0.540495 0.6 0.6 -0.2
C 4.264536 5.509872 -1.383907 -0.8 0.3 -0.5
H 4.349745 7.654275 -0.850872 -0.1 0.1 -0.4
H 2.684352 7.075437 -1.147409 0.1 -0.2 -0.4
H 2.689035 6.946094 1.149081 0.2 0.1 0.3
H 4.479614 6.708915 1.232848 -0.1 0.0 0.2
H 2.280848 4.656607 0.601033 -0.2 0.5 0.6
H 3.778787 4.394430 1.514873 0.1 0.1 0.0
H 3.841033 5.380266 -2.382996 -0.1 -0.3 0.0
H 5.345606 5.487788 -1.528404 0.1 0.3 0.4

13
Properties=species:S:1:pos:R:3:forces:R:3 method="wB97M-V/def2-TZVPD" homo_lumo_gap_ev=9.04 lumo_energy_ha=0.0152
C 1.100356 1.203456 0.135718 1.1 -0.6 2.9
C 2.312351 0.975719 0.692566 -3.0 -1.5 0.4
C -0.342552 -1.075900 0.041702 -2.0 3.1 0.9
C -0.150523 0.717222 0.721039 -1.3 -3.2 -0.2
N -1.626640 -1.234349 -0.455405 2.5 -3.1 0.6
S 0.909169 -2.086742 0.238391 -0.8 0.2 -0.3
Cl 3.731489 1.210219 -0.170039 1.0 0.3 -0.2
Br -1.725441 1.661782 0.124022 -0.1 0.7 -0.2
H 0.955869 1.669496 -0.764412 0.1 1.1 -2.3
H 2.279254 0.323910 1.604681 0.8 1.0 -0.8
H -0.386249 0.630095 1.815854 1.2 -0.2 -1.1
H -2.402811 -0.606259 -0.462402 0.3 0.8 0.3
H -1.869076 -2.239932 -0.561331 0.2 1.2 -0.2

14
Properties=species:S:1:pos:R:3:forces:R:3 method="wB97M-V/def2-TZVPD" homo_lumo_gap_ev=9.87 lumo_energy_ha=0.0276 smiles="CC(=O)NCN"
O -1.849248 1.069983 0.127623 1.8 1.0 1.0
C -1.164522 0.071254 0.110288 -2.2 -2.4 -2.3
N 0.195550 -0.217238 0.167982 -0.6 1.7 0.6
C 1.088383 0.883948 0.009363 -0.6 2.5 -1.6
N 2.265574 0.951428 0.807924 0.9 0.1 -0.2
C -1.940728 -1.188646 -0.293767 0.5 -2.1 0.5
H 0.471483 -1.004779 -0.391994 -0.3 -0.3 0.2
H 1.323303 0.972833 -1.061383 0.8 -0.6 0.0
H 0.545789 1.863914 0.007119 -0.3 -0.9 1.1
H 2.374931 0.314988 1.581716 -0.3 -0.1 -0.2
H 3.070955 0.960489 0.195846 0.1 -0.2 0.5
H -1.201438 -2.026639 -0.413640 -0.9 0.2 0.6
H -2.759595 -1.443630 0.428077 1.0 0.2 -0.4
H -2.420438 -1.207904 -1.275155 0.1 1.0 0.0

160
Properties=species:S:1:pos:R:3:forces:R:3 method="wB97M-V/def2-TZVPD" total_charge=+2 homo_lumo_gap_ev=6.93 lumo_energy_ha=-0.1630
C 4.611696 6.778359 -1.039003 1.2 -0.1 0.8
C 3.343310 6.046815 -0.763425 -3.0 3.0 0.6
O 2.263605 6.626412 -0.564527 3.7 -2.8 -0.6
N 3.410640 4.523051 -0.759585 -1.4 2.0 0.2
H 3.693143 4.282596 -1.698985 -0.1 -0.5 -0.6
H 4.172082 4.192655 -0.184136 0.5 0.1 0.3
C 2.090972 3.903865 -0.344048 3.0 9.3 -1.1
H 4.825842 6.948590 -2.094109 -0.4 0.1 -0.1
H 5.499345 6.286433 -0.641258 0.0 -0.7 -0.2
H 4.672546 7.700344 -0.460765 -0.7 0.3 -0.5
H 2.145741 2.817129 -0.408152 -0.1 11.5 3.5
H 1.273254 4.226759 -0.988389 2.0 1.8 0.9
H 1.916506 4.096274 0.714549 1.6 1.6 -1.3
C -1.210627 0.246895 -1.151709 0.4 -1.2 -0.4
C -1.179531 -0.218786 -2.604520 0.4 2.4 -1.1
O -1.780250 -1.082113 -3.167258 -0.1 3.7 -0.4
N -0.295715 0.691603 -3.465947 -1.3 -9.6 -2.4
H -0.950780 1.191809 -4.049712 -0.2 -1.1 -1.2
H 0.023747 1.501330 -2.953710 1.1 -0.8 -0.3
C 0.746296 -0.125513 -4.168089 0.9 1.3 -1.0
H -1.815856 -0.484145 -0.615649 -0.2 0.5 0.4
H -1.423161 1.296636 -0.949248 -0.7 -0.4 -0.7
H -0.187152 0.222730 -0.777564 0.0 -0.5 0.0
H 1.327794 0.579509 -4.762137 -0.1 0.3 -0.1
H 0.444398 -0.860220 -4.914525 -0.7 -0.2 0.6
H 1.496760 -0.466871 -3.455070 -0.9 -0.2 -0.9
C 5.022743 0.364177 0.329732 7.0 2.0 0.2
C 5.829229 0.955899 -0.850511 3.8 0.4 -2.0
O 7.048976 1.203233 -0.689338 -4.1 -0.5 -0.5
N 5.188405 1.132089 -2.245845 3.3 13.9 10.9
H 5.347150 0.283547 -2.770129 -1.9 3.1 0.9
H 4.203313 1.133478 -2.022919 4.2 0.0 -0.8
C 5.601077 2.472787 -2.884174 -1.1 -2.1 0.3
H 5.240631 1.088245 1.114813 1.4 -0.9 0.2
H 5.366201 -0.607940 0.683464 0.3 -0.1 -0.5
H 3.943241 0.343932 0.180227 5.2 9.4 -1.2
H 4.848598 2.601124 -3.662254 0.3 0.0 -0.5
H 6.602344 2.352994 -3.297961 -0.2 0.3 0.2
H 5.467694 3.340333 -2.237906 0.6 -0.1 0.4
C 3.402207 2.061533 1.112775 -2.9 1.2 -1.7
C 2.080535 1.809408 0.293861 -3.2 -4.7 7.9
C 0.773255 2.433810 0.983716 -1.2 -3.2 1.5
C 0.168654 1.521529 2.167862 0.9 1.1 -0.9
P -1.489987 1.948157 2.734879 0.3 -0.3 1.4
C -2.166223 0.548167 3.753690 0.6 1.1 0.0
C -3.316093 0.849908 4.731418 -0.6 -0.9 0.6
C -3.379866 -0.251474 5.883103 -0.2 0.3 -0.6
C -4.136891 -1.499438 5.447120 -0.3 0.3 -1.1
C -1.395994 3.454499 3.722608 0.3 -0.4 0.7
C -0.523012 3.275228 5.005505 -0.4 1.5 0.7
C -0.262071 4.630667 5.813320 0.0 -1.0 -1.3
C 0.605339 4.484524 7.085376 0.3 0.1 -0.3
C -2.546046 2.268211 1.364390 -1.1 -0.6 -1.4
C -4.062332 2.149850 1.535567 -1.9 1.1 0.6
C -4.897927 2.546612 0.288810 0.7 0.4 1.0
C -4.331117 1.927577 -0.927061 -0.1 -0.1 -1.3
H 4.108714 1.495345 0.505841 -1.9 3.4 1.6
H 3.315174 1.639932 2.114159 0.2 0.4 0.0
H 3.657641 3.116313 1.011391 -0.1 -0.3 1.2
H 1.887980 0.751218 0.117072 0.4 0.7 1.5
H 2.180851 2.226882 -0.708018 -0.1 -10.7 -0.7
H 0.052548 2.458079 0.166353 -0.1 -0.4 1.6
H 0.973326 3.485632 1.187997 -1.6 -1.3 1.6
H 0.824831 1.612200 3.033479 -0.1 -0.3 0.2
H 0.118118 0.475047 1.867164 0.2 -0.1 -0.1
H -1.344272 0.211532 4.385487 0.4 -0.2 -0.4
H -2.386119 -0.180642 2.973573 -0.2 -0.4 0.3
H -4.244275 0.854880 4.159974 -0.2 0.2 0.3
H -3.192954 1.817605 5.217747 0.1 0.1 -0.2
H -3.910986 0.039826 6.789277 0.2 0.9 -0.2
H -2.339565 -0.394220 6.175479 0.0 -0.5 0.1
H -4.304571 -2.284061 6.184924 0.3 0.3 0.3
H -3.733445 -1.975114 4.553215 -0.6 1.3 1.5
H -5.122892 -1.179129 5.110507 -0.3 0.1 0.3
H -2.446996 3.657249 3.928464 0.0 0.5 0.2
H -0.971251 4.245694 3.104794 -0.1 0.1 -0.1
H 0.457850 2.930160 4.678507 0.0 -0.4 0.4
H -1.017042 2.638133 5.739083 0.2 -0.6 -0.3
H -1.227510 5.089050 6.027612 0.0 0.0 0.2
H 0.185719 5.262910 5.046602 0.3 0.4 0.3
H 1.266068 5.337381 7.240864 -0.6 0.5 0.1
H 1.380186 3.718180 7.064780 -0.4 -0.6 -0.4
H 0.006033 4.315806 7.980063 0.0 0.1 -0.1
H -2.419020 1.541637 0.561863 0.8 -0.2 0.3
H -2.193230 3.200110 0.922567 -0.4 0.4 0.1
H -4.483652 2.776988 2.321246 0.4 0.1 0.4
H -4.427708 1.153999 1.786332 0.8 -0.4 0.1
H -5.007440 3.630097 0.242244 0.2 0.1 -0.2
H -5.915325 2.159893 0.347647 0.0 0.0 0.6
H -3.316484 2.184761 -1.231159 -0.1 0.4 0.2
H -4.992664 2.230465 -1.738681 0.2 -0.6 -0.4
H -4.342257 0.851500 -0.753766 -0.1 -0.3 -0.5
C -5.633481 -3.660590 -3.058359 -1.4 0.2 -0.9
C -4.367015 -2.923527 -2.966486 1.2 0.6 0.4
C -3.252208 -3.850973 -2.487168 -0.4 0.2 0.4
C -2.014949 -3.021876 -2.132129 1.5 -3.2 1.5
P -0.658173 -3.852703 -1.094392 -0.4 -1.4 -1.2
C -1.410513 -4.690423 0.318198 -0.5 1.5 1.8
C -2.034052 -3.693500 1.377900 -0.3 -0.2 1.0
C -2.299921 -4.342379 2.813448 0.3 -0.1 -1.8
C -3.007161 -3.452663 3.817119 0.5 0.0 -1.1
C 0.169304 -5.187272 -2.050091 -0.5 0.9 -1.1
C -0.810441 -6.154202 -2.733371 -0.4 -1.1 0.1
C -0.162398 -7.520747 -3.072081 0.4 0.6 -0.1
C -1.068243 -8.507145 -3.749731 -1.1 0.0 0.1
C 0.679247 -2.735266 -0.566512 0.0 0.8 -1.0
C 1.336184 -1.908255 -1.732776 0.3 -0.1 0.8
C 2.146426 -0.754752 -1.171443 -2.4 -3.7 4.5
C 3.348869 -1.124600 -0.327503 -3.4 -3.9 -1.9
H -5.522785 -4.500790 -3.743863 -0.3 -0.3 0.3
H -6.352163 -2.984462 -3.521432 -0.3 -0.2 -0.1
H -6.049787 -3.909505 -2.082222 0.2 -0.4 -0.1
H -4.509620 -2.075307 -2.296950 0.2 0.1 0.3
H -4.079923 -2.475707 -3.917875 0.0 -0.1 -0.2
H -3.114628 -4.582723 -3.283233 0.6 0.1 0.0
H -3.664210 -4.442776 -1.669785 0.2 0.1 0.4
H -2.221556 -2.201354 -1.444990 -0.5 -0.2 -0.4
H -1.575679 -2.695831 -3.074910 0.3 -1.0 0.8
H -0.595762 -5.231079 0.799822 0.0 -0.3 0.0
H -2.230548 -5.363475 0.067916 0.4 -0.2 -0.4
H -2.973689 -3.295417 0.994871 -0.2 -0.1 -0.2
H -1.438439 -2.805555 1.589825 0.5 0.0 -0.3
H -1.313471 -4.638818 3.169998 -0.1 -0.1 0.2
H -2.874535 -5.243934 2.601044 0.0 -0.2 0.4
H -2.998933 -3.828455 4.840259 0.1 -0.1 -0.2
H -4.029831 -3.171256 3.566016 -0.3 -1.1 -0.5
H -2.606195 -2.439277 3.836049 1.3 -0.5 -0.3
H 0.983871 -5.687274 -1.526096 -0.3 -0.1 0.5
H 0.684464 -4.638578 -2.838539 0.2 0.1 -0.2
H -1.323209 -5.778075 -3.618637 0.7 0.5 -0.4
H -1.701479 -6.322602 -2.128560 0.1 -0.3 0.6
H 0.221472 -7.997320 -2.170064 0.0 0.2 0.2
H 0.705818 -7.385305 -3.717025 0.2 0.4 0.0
H -0.570849 -9.472759 -3.840689 -0.3 0.0 0.0
H -1.480729 -8.207994 -4.713308 0.6 0.2 -0.3
H -1.984904 -8.578958 -3.164346 0.0 -0.6 0.3
H 1.448730 -3.354060 -0.104899 -0.1 -0.1 0.1
H 0.375235 -1.970714 0.148437 -0.4 -0.3 0.3
H 0.641754 -1.337890 -2.349676 -0.5 -1.5 0.2
H 2.023503 -2.504439 -2.332992 -0.5 -0.2 -0.3
H 1.414282 -0.126416 -0.664240 -0.1 -1.5 0.3
H 2.505409 -0.104187 -1.968939 -2.9 -6.2 3.2
H 4.195315 -1.281397 -0.996116 0.2 0.0 -0.1
H 3.228678 -2.103264 0.137122 0.0 0.0 0.6
H 3.738385 -0.292527 0.259046 -5.8 -11.8 1.5
O 1.309465 1.416347 -2.099778 6.4 -3.3 -2.2
C 2.646861 1.235256 -2.081949 -2.0 1.3 -4.3
O 3.149912 0.306117 -2.789418 0.1 8.5 -6.4
O 3.363164 1.885768 -1.363766 -0.1 3.2 -0.9
H 1.174071 2.202091 -1.565106 -1.8 1.4 0.0
O 3.746597 -1.636136 -3.459565 1.1 -1.7 -0.5
C 5.077096 -1.477258 -3.578955 0.8 -6.6 -3.1
O 5.604320 -0.450604 -3.172163 6.5 -11.3 -7.0
O 5.746008 -2.363893 -4.055169 0.0 -1.0 -0.5
H 3.674898 -0.778538 -3.034149 -1.2 -1.1 -0.1
O -1.589407 3.996212 -1.789671 -0.8 0.8 0.5
C -0.606444 3.201552 -2.109205 0.9 -1.0 -1.2
O 0.359466 3.068090 -1.275251 -7.1 3.0 -2.4
O -0.682424 2.553495 -3.173128 -1.8 8.5 1.9
H -1.311072 4.411708 -0.970222 -0.2 0.5 0.4